The following is a quantum chemistry calculation of a structure of composition C48H61BrFN11O4SiY, from the OMol25 dataset.

XYZ file:
```
128
Properties=species:S:1:pos:R:3:mulliken_charge:R:1
Y 0.19360 0.07915 -2.38227 0.290
C 4.68505 -1.44251 3.79116 -0.955
C 4.24005 -0.01553 3.53696 -0.933
N 3.07798 0.05316 2.61045 0.171
C 3.32792 0.24594 1.31959 0.280
C 2.37311 0.16695 0.33135 0.693
C 2.80494 0.43706 -1.07360 0.690
O 3.63138 1.28176 -1.30631 -0.254
O 2.18968 -0.28661 -1.97771 -0.545
C 1.03799 -0.07431 0.66704 1.108
O 0.08334 -0.07193 -0.19957 -1.071
C 0.75610 -0.29396 2.06547 0.588
C -0.55326 -0.56742 2.49633 -0.822
C -0.81204 -0.74452 3.81664 0.407
F -2.08240 -0.95710 4.20518 -0.356
C 0.19682 -0.67130 4.80634 -1.187
C 1.48434 -0.42299 4.38081 -0.725
C 1.77968 -0.22195 3.02237 -0.304
N -0.07053 -0.84042 6.17842 0.278
C 0.35165 0.18218 7.12064 -0.674
C 0.77900 -0.45712 8.42697 -0.690
N -0.38653 -1.24620 8.97416 -0.145
C -0.88014 -2.26250 7.96978 -0.966
C -1.22978 -1.57289 6.66314 -0.643
H 5.62087 -1.43297 4.34848 0.438
H 4.86888 -1.95196 2.84396 0.178
H 3.94645 -2.01561 4.35401 0.353
H 5.03938 0.54919 3.06154 0.457
H 3.97265 0.50950 4.45179 0.518
H 4.35275 0.48528 1.07101 -0.066
H -1.35833 -0.61039 1.77533 0.780
H 2.27634 -0.40703 5.11455 0.849
H -0.47662 0.88102 7.31900 0.257
H 1.17537 0.76901 6.72286 0.469
H 1.07115 0.28040 9.17157 0.401
H 1.59006 -1.16705 8.27660 0.382
H -1.14771 -0.60324 9.20641 0.396
H -0.12317 -1.71230 9.84374 0.353
H -1.74258 -2.76591 8.40159 0.443
H -0.07314 -2.97952 7.83233 0.368
H -2.09666 -0.91441 6.80877 0.432
H -1.51879 -2.34737 5.95935 0.471
C 3.80294 4.46223 -3.01811 -1.168
N 2.54296 3.74019 -2.68880 0.799
C 2.04214 2.69470 -3.31056 0.123
N 0.92892 2.28250 -2.69964 -0.564
C 0.83174 3.15860 -1.63989 -0.539
N 1.78472 4.05332 -1.60973 -0.810
C 4.82465 4.30761 -1.92348 0.832
C 4.98982 5.30583 -0.97328 -0.684
C 5.82288 5.09894 0.11927 -0.695
C 6.40806 3.86014 0.31316 -0.989
C 6.22595 2.84739 -0.62913 0.073
C 5.50802 3.10507 -1.78650 -0.045
C 6.57268 1.47043 -0.23137 0.843
N 6.98846 1.10049 0.92845 -0.544
N 6.88408 -0.29485 0.96243 -0.259
C 6.41796 -0.64972 -0.18144 0.213
O 6.20602 0.40626 -1.00565 -0.298
C 5.97996 -2.01380 -0.53266 0.044
C 6.48593 -3.05311 0.25311 -0.798
C 6.03146 -4.34284 0.06992 -0.933
C 5.06105 -4.60485 -0.88953 -0.936
C 4.56246 -3.58551 -1.68597 0.898
C 3.57306 -3.95137 -2.76695 -1.035
N 2.25509 -3.30702 -2.62232 0.850
C 1.63903 -2.54992 -3.50710 0.052
N 0.45073 -2.16950 -3.04302 -0.625
C 0.40644 -2.78457 -1.80775 -0.378
N 1.47918 -3.47862 -1.52472 -0.773
C 5.02941 -2.27929 -1.51272 0.129
H 3.54574 5.50606 -3.18014 0.441
H 4.14161 4.02781 -3.95738 0.321
H 2.47464 2.26587 -4.20016 0.397
H 0.03155 3.13655 -0.91664 0.600
H 4.46369 6.24694 -1.08107 0.432
H 5.97625 5.88885 0.84193 0.428
H 6.98540 3.65567 1.20503 0.536
H 5.39992 2.33157 -2.53326 0.378
H 7.23684 -2.83056 0.99964 0.593
H 6.43786 -5.15051 0.66360 0.441
H 4.70006 -5.61716 -1.02541 0.396
H 3.40921 -5.02620 -2.77506 0.429
H 3.93750 -3.65449 -3.75012 0.246
H 2.04893 -2.29775 -4.47226 0.414
H -0.44858 -2.73483 -1.15185 0.677
H 4.65462 -1.47231 -2.13413 0.616
C -7.46392 0.52049 -0.82465 -1.732
C -5.95808 0.81486 -1.04492 2.833
C -5.11921 0.05659 0.00419 -1.760
C -5.70635 2.31276 -0.81163 -2.003
Si -5.63202 0.28712 -2.80510 -2.106
Br -2.41995 0.16634 -2.49469 0.325
C -5.65071 1.57359 -4.15185 2.484
C -5.29850 0.99728 -5.53276 -1.943
C -4.68514 2.75141 -3.90525 -1.562
C -7.11304 2.08879 -4.17734 -1.642
C -5.84050 -1.50921 -3.25624 2.514
C -4.80792 -2.01512 -4.28585 -1.545
C -5.74897 -2.45098 -2.04555 -1.868
C -7.26613 -1.59457 -3.85941 -1.666
H -7.72095 0.81962 0.19528 0.525
H -7.71414 -0.53535 -0.92865 0.325
H -8.10685 1.08943 -1.50127 0.367
H -5.32811 0.50801 0.97881 0.548
H -4.04883 0.14188 -0.18167 0.200
H -5.37369 -0.99689 0.07189 0.267
H -5.97511 2.54162 0.22347 0.603
H -6.31402 2.95370 -1.44775 0.405
H -4.65740 2.57858 -0.94816 0.353
H -4.27667 0.61831 -5.57138 0.341
H -5.37729 1.80685 -6.26310 0.609
H -5.97761 0.20992 -5.85508 0.387
H -3.65444 2.42207 -3.77587 0.258
H -4.96167 3.36153 -3.05147 0.351
H -4.71895 3.39501 -4.78851 0.528
H -7.83538 1.30217 -4.40959 0.343
H -7.18866 2.84224 -4.96603 0.526
H -7.41572 2.56388 -3.24359 0.310
H -3.78218 -1.89040 -3.94020 0.241
H -4.90198 -1.53954 -5.25654 0.358
H -4.98299 -3.08493 -4.43009 0.520
H -4.75811 -2.43320 -1.58925 0.295
H -5.93095 -3.46946 -2.39902 0.605
H -6.49289 -2.24133 -1.27877 0.382
H -7.38267 -0.99586 -4.76296 0.315
H -8.04497 -1.29832 -3.15188 0.340
H -7.45321 -2.63661 -4.13255 0.531
```

The molecular weight comes out at 1072.0 g mol⁻¹. The calculation puts the energy relative to the best compared isomer or geometry (same formula, charge and spin) at 0.917 eV. Its net charge is +3. For the HOMO energy, the calculation gives -0.5106 Eh. As for the strongest force on any atom: 1.6 eV/A. The spin multiplicity is 1. The value obtained for the HOMO-LUMO gap is 0.2614 Eh.